Computed, not measured: a 14-piece molecular cluster, C56H154N14O14 overall in a non-equilibrium geometry, with ωB97M-V with the def2-TZVPD basis set.

Calculated values
* M: 1247.9 g mol⁻¹
* E: -110089.2993 eV
* energy above the lowest of the compared OMol25 structures with the same formula, charge and spin: 1.299 eV
* gap between HOMO and LUMO: 9.117 eV
* F_max: 2.16 eV/A
* charge: 0

Element x y z (Å)
O 2.01588 -3.91984 5.23491
O -3.13624 -7.36294 0.81437
O -5.06929 -0.19879 -3.98581
O -5.66872 -4.01795 0.43284
O -5.97196 5.45157 1.54149
O 1.96280 -1.37287 -0.13654
O 0.86406 5.73911 -0.94116
O 6.53753 2.98750 4.28735
O -0.63765 -3.81242 -4.24971
O -1.03910 -0.81445 6.72478
O 5.23458 6.90262 -0.70874
O -1.20035 4.60479 3.26321
O 0.04120 0.66426 -4.21087
O 7.03896 -1.96359 -0.89637
N -0.41667 -2.27107 4.40042
N 3.25644 3.80750 -1.19215
N 0.64523 2.88926 1.95394
N -6.31216 -2.72315 -4.22838
N -0.22881 -7.28353 1.02438
N 0.97351 1.32998 -0.54124
N -2.82141 3.57175 1.25619
N -0.93939 3.54854 -1.37277
N 4.82214 0.87270 -0.31938
N 0.44696 -5.55795 -6.05558
N 2.56359 1.57381 -3.08648
N 3.80042 -4.94739 2.23265
N -4.23914 -1.89700 -1.57379
N 3.72691 2.90318 1.96928
C -1.32022 -4.02467 -3.03976
C -0.11939 2.45371 3.15720
C -1.15476 -6.37497 1.67454
C -7.71680 -1.85329 -6.06171
C 4.44216 5.79004 -0.42472
C -4.34450 -1.96915 -0.09573
C -1.28366 0.40851 -0.75876
C -1.53719 -0.10120 7.83571
C 0.69874 1.47216 3.96155
C 5.88033 -1.27609 -0.47211
C -0.25033 4.23379 -2.44403
C -1.96686 -1.74203 6.21930
C 2.71925 -4.91803 3.20177
C 1.90067 -2.04713 1.09504
C -1.06377 4.16413 -3.71819
C 4.53457 2.46661 3.11825
C 0.10889 0.15219 -0.22752
C 2.09004 -3.01483 6.30158
C 5.96233 0.14362 -0.97089
C -0.49451 3.65113 4.03032
C 7.74517 3.67021 4.40000
C -4.54431 -7.36003 0.80087
C 4.66452 0.95388 3.03451
C -6.43491 -1.68507 -5.27695
C -6.12214 -4.44054 -0.83269
C 2.35294 -6.28862 3.74162
C 6.60661 6.59055 -0.88146
C -0.04607 5.67208 -2.03077
C -4.41272 -3.38212 0.45905
C 7.22865 0.84974 -0.57176
C -1.21239 -5.08438 0.87423
C -2.76351 -3.09544 4.30425
C -0.59140 -4.62606 -6.53356
C -5.82206 6.84318 1.43777
C -2.53289 -6.90101 2.01826
C -5.54074 -1.13152 0.37616
C -1.79148 -1.99546 4.74715
C -4.35813 4.30410 -0.53953
C 3.63481 1.13132 -5.22563
C -3.75533 4.62986 0.80851
C -1.45429 -4.12748 -5.36012
C -1.25522 5.86464 3.87317
C -4.80580 4.77761 1.91906
C -4.93182 1.04497 -3.31965
C 7.14131 -3.27185 -0.36342
C 4.22129 4.83585 -1.59187
C 0.50552 6.74695 -0.02163
C 3.05696 -3.94447 4.31916
C 2.31896 1.43248 -4.54777
C -1.47399 -5.23482 -7.58951
C -6.28062 -0.30815 -4.68777
C 0.71944 -1.12244 -0.77249
C 5.89956 3.11068 3.04401
C 3.85541 5.54755 -2.88415
C -0.93685 -0.21559 -4.67266
C 1.27382 0.37578 -4.84672
H 5.16510 4.28996 -1.74414
H -1.96856 -6.11521 -7.17174
H -1.07066 2.03455 2.81108
H 4.63034 -5.37185 2.64063
H -1.87129 -2.65589 6.83257
H -3.97999 -0.99251 -1.93635
H -3.09761 -6.05020 2.42885
H 1.87255 1.08504 -0.12493
H 7.66801 4.69528 4.00857
H -0.20762 -4.68055 0.75624
H -8.61928 -1.88893 -5.45338
H -5.04513 1.86830 -4.02858
H -1.08596 3.13218 -4.08829
H -0.65079 -3.61234 -2.27715
H -4.98260 -6.36269 0.94929
H 0.11485 0.17789 0.87316
H -1.79194 -4.28634 1.34693
H 2.37339 4.26206 -0.95602
H 7.15863 7.52244 -0.93474
H 1.67305 -0.57906 -4.45749
H 5.15173 0.54454 3.92648
H -7.66705 -2.71084 -6.73452
H 0.74215 3.80157 -2.63433
H -1.13334 3.29544 4.85582
H 1.62277 2.91300 2.28964
H -5.99920 -3.57383 -4.68489
H -6.33531 0.42701 -5.50357
H 5.75366 0.21359 -2.04396
H -5.77602 -1.32181 1.42457
H 3.57075 -5.58429 1.47518
H -3.80877 -2.85075 4.49674
H -1.31512 0.57200 -1.84138
H -3.41061 -1.54210 0.28504
H -0.08501 -3.71228 -6.86542
H 2.90899 0.63151 -2.88543
H -4.88763 3.34731 -0.48130
H -2.21413 -4.50529 -7.92132
H -2.08137 -3.26385 -5.63339
H 4.04612 3.73562 1.48143
H -0.63115 -1.27495 -4.67755
H 6.44317 2.71024 2.17474
H -6.47988 -5.47374 -0.72067
H -3.62136 -3.95017 -0.04261
H -2.37474 0.54492 7.55683
H -7.84376 -1.01648 -6.76288
H -4.19391 -3.28062 1.52505
H -4.92715 7.23001 1.93156
H 3.51144 0.80836 -6.25674
H 3.45092 6.16981 -0.14208
H -0.66443 -7.57219 0.15160
H 3.04980 3.18036 -1.97566
H 0.09281 -2.83011 5.07018
H 5.32289 0.73680 2.19651
H 4.13316 0.36598 -4.61590
H -1.66749 6.58946 3.17080
H -0.07105 -6.37307 -5.71999
H 3.68776 4.83033 -3.69385
H 6.77083 -3.26639 0.67125
H 2.91106 -3.22163 6.99573
H 3.69102 0.46541 2.97828
H 3.17107 -2.93055 3.89703
H -1.70707 -5.24595 -0.08834
H -0.19759 -2.67790 3.50196
H -6.98238 -3.88085 -1.20644
H -1.92420 5.82500 4.74244
H 5.76911 4.18954 2.84034
H 7.22263 1.90678 -0.83683
H -0.27266 6.23576 4.18096
H 0.97347 -0.94983 -1.82352
H 0.61562 2.02046 0.13129
H -2.08455 -1.06892 4.23429
H -3.19526 5.58348 0.79099
H -2.19672 -4.89572 -5.08546
H -7.13019 -0.08442 -4.02061
H -6.75493 7.32216 1.72530
H 0.54403 7.75558 -0.44362
H 2.22642 -2.00233 5.89169
H -2.24428 -3.44113 -2.96109
H -4.34280 5.19376 2.82387
H -5.35715 -4.52258 -1.61055
H 2.87592 -2.38376 1.43240
H -1.91043 -0.46840 -0.56519
H 6.94843 5.95889 -0.05052
H -0.46494 6.53878 0.44663
H 0.49090 3.89407 1.84446
H -3.96954 1.03224 -2.81169
H -2.54602 -7.71772 2.75051
H -0.78029 -6.02017 2.64874
H 8.18511 -3.56359 -0.40041
H 1.57542 -6.25576 4.50761
H 4.33642 1.96402 -5.17687
H -1.00717 6.11957 -1.74482
H -0.69110 0.43792 8.25257
H 0.81152 -5.15754 -5.19322
H -4.96267 -8.04609 1.54360
H 8.57603 3.14860 3.90789
H 4.07457 2.79451 4.05569
H 8.09559 0.45953 -1.12377
H 0.01023 -1.95512 -0.70530
H -2.41008 3.91780 2.12013
H 0.41544 4.04994 4.50204
H 1.91772 2.42575 -4.79550
H 4.02139 0.23824 -0.31821
H 3.01945 6.24011 -2.79754
H 5.76312 -1.27393 0.61988
H -2.53341 -4.04457 4.80466
H 4.05802 -4.18151 4.72232
H 1.10902 0.25037 -5.92479
H -6.39517 -1.30189 -0.28217
H 4.72814 6.09061 -3.27396
H -0.68254 4.77139 -4.54189
H -0.90626 -5.54464 -8.46607
H 7.50526 0.65665 0.46621
H -0.54677 3.78320 -0.46379
H -4.84141 -7.61116 -0.21832
H -0.11388 -8.13951 1.55772
H 1.52958 -1.32179 1.83912
H 4.46880 1.62181 -0.91668
H 5.02779 -1.79097 -0.93481
H -3.00732 -1.42396 6.37760
H -5.62551 -1.79524 -6.01696
H -1.90331 -0.79820 8.60495
H -5.70200 1.14722 -2.54303
H -5.34237 -0.05718 0.30306
H 3.18174 -6.74047 4.30611
H -3.59905 4.23683 -1.31429
H -5.10746 3.75183 2.15832
H 1.14259 -2.99234 6.83673
H -1.80519 1.25363 -0.30753
H 6.76388 6.00860 -1.79818
H 0.30314 6.27853 -2.87617
H 2.08123 -7.00385 2.96489
H 1.22249 6.72496 0.80543
H 1.15300 -2.84819 1.09912
H -5.52068 -2.39981 -3.68224
H 0.13066 0.94330 4.73094
H -1.85062 -0.20660 -4.07354
H 8.02462 3.77262 5.44995
H -5.12815 5.04889 -0.74881
H -2.12360 4.40218 -3.58666
H -5.19957 -2.09711 -1.82744
H -1.25035 -0.04356 -5.71587
H 4.78492 5.24422 0.46761
H 1.53400 1.93910 4.49794
H -5.66493 7.12492 0.38005
H -2.58158 -3.33620 3.25388
H -0.77518 2.54447 -1.41355
H 1.81988 -4.46997 2.76081
H -1.47314 -5.06931 -2.74817
H 1.15546 0.72235 3.31059
H -2.06674 3.49736 0.58262
H 1.74354 1.70414 -2.49001
H 6.48136 -3.96379 -0.90282
H 3.83984 2.20688 1.23342

These are the Löwdin partial charges, in e, on atoms 1 to 5:
1 O -0.210
2 O -0.194
3 O -0.216
4 O -0.182
5 O -0.182